{"formula": "C19H36NO4", "method": "the ωB97M-V functional and the def2-TZVPD basis", "max_force_ha_per_bohr": 0.011, "energy_ev": -29961.0147, "multiplicity": 1, "charge": 1, "lumo_ha": -0.1488, "homo_lumo_gap_ev": 9.25, "species": ["H", "C", "H", "H", "N", "C", "H", "C", "O", "O", "C", "H", "H", "C", "H", "H", "H", "H", "H", "H", "C", "H", "H", "H", "C", "H", "H", "H", "O", "C", "C", "C", "C", "C", "C", "C", "H", "C", "H", "H", "H", "H", "H", "C", "H", "C", "H", "H", "H", "H", "O", "C", "H", "H", "H", "H", "C", "H", "H", "H"], "coordinates": [[1.943567, 1.721534, -2.014766], [0.312663, -5.003647, -0.779852], [-0.496495, 3.690935, 0.137401], [1.326549, 4.728500, 0.549010], [0.055847, -1.113853, -1.937293], [-1.559927, -0.063529, 2.470911], [0.684428, -1.273757, -2.713286], [-1.574785, 2.417164, -1.189282], [-0.830523, 1.294986, -0.729830], [1.929803, -4.809940, 3.516871], [0.390976, -1.246032, -0.706216], [-1.309386, -1.793471, 0.338929], [-2.557870, 0.204898, -0.459668], [-1.503444, 0.079771, -0.724449], [-2.822425, 4.603958, -0.593842], [-1.758064, 2.321527, -2.271131], [2.325364, -5.523568, -0.195500], [3.345238, 2.288370, -1.083469], [-2.674628, 1.692153, 3.120948], [3.015590, 4.242495, 0.406022], [-0.316954, -0.354299, 1.610066], [0.235990, 0.583278, 1.475779], [2.437786, 4.179262, -2.203021], [0.202517, 3.535806, -2.797771], [-2.293875, 1.255781, 2.196477], [-2.547493, 2.407097, -0.679075], [-2.031867, 5.096906, -2.097044], [1.390422, -1.573107, -0.435820], [1.621805, -6.623018, 2.208631], [-1.330883, -0.616620, -2.083241], [-0.836397, 3.723524, -0.906338], [1.829183, 3.797026, -1.374586], [1.014087, -6.811788, 0.927257], [-0.717120, -0.866851, 0.213652], [-1.856897, 4.853752, -1.043748], [0.570855, -1.381615, 2.315249], [-1.483406, 5.755693, -0.556319], [1.318305, -5.496641, 0.229587], [0.482615, -5.448977, -1.759026], [0.319846, 5.107121, -2.048896], [1.456814, -1.673265, 1.746326], [-0.061478, -6.946744, 1.066729], [-1.629479, 1.994982, 1.741041], [2.254940, 2.343760, -1.170010], [-1.445656, 0.017912, -2.958929], [0.369291, 4.033550, -1.830902], [0.415957, -3.921284, -0.866717], [0.012826, -2.292911, 2.553428], [-2.253897, -0.908300, 2.371779], [-3.156707, 1.125595, 1.538039], [1.353159, -4.593290, 1.352475], [1.664303, -5.302984, 2.474865], [2.437964, 5.674039, -0.436508], [-1.232084, -0.074809, 3.513905], [1.441763, -7.690089, 0.453823], [0.924260, -0.960992, 3.259310], [2.166665, 4.655983, -0.147012], [-0.708363, -5.224882, -0.466528], [-1.980589, -1.493814, -2.171296], [1.819340, 1.928219, -0.260045]], "atomic_forces_ev_per_a": [[0.020, -0.009, 0.002], [-0.090, -0.031, 0.048], [-0.097, -0.093, -0.088], [0.068, -0.072, 0.001], [0.001, 0.160, 0.208], [-0.010, -0.074, 0.021], [0.008, -0.106, -0.026], [-0.014, 0.060, -0.246], [0.464, 0.122, 0.268], [0.012, 0.037, 0.100], [0.234, 0.154, -0.119], [0.051, 0.086, 0.039], [0.054, -0.157, 0.043], [-0.232, 0.050, -0.169], [0.110, 0.047, 0.023], [-0.044, 0.052, 0.067], [-0.005, 0.037, -0.040], [-0.160, -0.030, 0.012], [0.001, -0.085, -0.050], [-0.073, 0.055, -0.070], [0.028, 0.030, -0.122], [-0.022, -0.118, -0.010], [-0.070, -0.068, 0.029], [0.050, 0.016, 0.098], [-0.008, 0.068, -0.084], [0.103, 0.090, -0.022], [-0.004, -0.057, 0.086], [-0.118, -0.062, 0.001], [-0.044, -0.065, 0.034], [-0.094, -0.322, 0.037], [0.148, -0.091, 0.148], [-0.124, 0.138, 0.021], [-0.073, 0.025, -0.006], [-0.084, 0.056, 0.067], [-0.158, 0.175, 0.023], [-0.038, 0.051, 0.144], [-0.019, -0.009, -0.081], [0.110, -0.033, 0.099], [0.002, -0.030, 0.008], [-0.017, -0.111, -0.027], [-0.060, 0.020, 0.035], [0.002, -0.045, -0.023], [-0.027, -0.048, 0.054], [-0.150, 0.045, -0.013], [0.130, 0.042, 0.088], [0.089, -0.065, -0.183], [0.014, -0.032, -0.117], [0.063, 0.060, -0.060], [0.053, 0.042, 0.089], [0.084, 0.025, -0.010], [-0.031, 0.008, -0.162], [0.004, 0.057, -0.059], [-0.107, -0.054, 0.011], [0.015, 0.013, -0.103], [0.055, 0.015, 0.005], [-0.010, -0.080, -0.081], [0.104, 0.006, 0.055], [0.006, 0.026, 0.029], [-0.040, 0.138, -0.080], [-0.061, -0.058, 0.061]], "mulliken_charge": [0.32, -0.99, -0.09, 0.30, 0.13, -0.90, 0.33, -1.56, 0.35, -0.50, -1.25, 0.58, 0.70, -0.75, 0.43, 0.33, 0.28, 0.53, 0.44, 0.38, 1.01, -0.07, 0.33, 0.33, -0.82, 0.37, 0.40, 0.54, -0.33, -0.78, 1.67, 0.70, -0.53, 0.33, -1.90, -1.72, 0.45, 0.40, 0.45, 0.51, 0.35, 0.32, -0.03, -1.47, 0.43, -1.33, -0.10, 0.29, 0.34, 0.25, -0.18, 0.56, 0.38, 0.48, 0.31, 0.51, -1.42, 0.35, 0.37, 0.17]}

***

{"formula": "C19H36O11", "method": "the ωB97M-V functional and the def2-TZVPD basis", "max_force_ha_per_bohr": 0.031, "energy_ev": -42804.8974, "multiplicity": 1, "smiles": "CCOCC1=C(O)C(=O)OC1=O.COCCOCCOC.COCCOCCOC", "charge": 0, "lumo_ha": -0.0362, "homo_lumo_gap_ev": 8.06, "species": ["C", "C", "H", "C", "O", "O", "C", "C", "H", "H", "C", "H", "H", "H", "H", "H", "H", "H", "C", "C", "C", "H", "O", "H", "H", "O", "H", "H", "H", "H", "O", "H", "H", "H", "H", "H", "C", "H", "C", "H", "H", "C", "O", "C", "H", "C", "O", "C", "C", "H", "H", "H", "H", "O", "C", "H", "O", "H", "H", "O", "H", "H", "C", "C", "O", "H"], "coordinates": [[-3.711257, 3.457958, -5.597307], [-3.906211, 2.547162, -0.998794], [3.883490, -0.204052, 2.621897], [0.244958, -2.769632, 4.477226], [-3.372096, 3.544230, -1.840413], [1.363563, -4.743967, 3.606607], [2.370389, -2.695876, 5.693935], [-1.510828, 3.779680, -3.376836], [2.852281, -0.673298, 5.198033], [-1.555913, 2.561682, -1.631364], [-1.959590, 3.517307, -1.955921], [-4.969399, 2.463955, -1.222411], [4.228567, -1.796670, 5.164427], [1.392374, -6.231483, 5.057933], [-3.785335, 2.809449, 0.057267], [1.399147, -0.829750, -2.262078], [-1.910520, 4.722296, -3.754343], [3.679349, -1.285708, -1.960799], [1.370329, -0.164091, -1.403018], [3.667160, -0.488166, -1.216501], [-3.073886, 2.427812, -4.690082], [-0.769769, -2.424581, 4.690123], [-0.415153, 1.773762, 0.314853], [2.495340, -0.931825, 1.790087], [2.700673, -6.243300, 3.865076], [-2.786981, -2.037216, 0.267750], [5.707073, -0.813572, -0.843775], [2.221521, 0.032104, 3.247444], [4.980715, 0.173248, 0.382029], [-1.545281, 4.300606, -1.308418], [-1.797197, -0.005894, 0.630170], [3.803775, 0.455745, -1.747331], [4.702339, -1.587930, 0.333838], [1.078028, -6.788133, 3.388826], [2.642083, -3.715740, 5.415958], [-0.211555, -4.802970, 4.959053], [0.135700, -4.229581, 4.093026], [-3.030482, 3.674548, -6.427822], [3.167502, -1.680509, 4.904590], [-2.887608, 5.804668, -6.174018], [-0.037317, -3.299888, -0.690987], [1.633978, -6.070301, 4.002273], [2.434903, -0.487079, -0.525699], [-0.654469, 0.614269, 0.113351], [0.618688, -2.169317, 3.645224], [2.905053, -0.674653, 2.764168], [-4.046167, 4.643153, -4.898060], [-1.873093, -1.268838, 0.116452], [-0.625254, -1.498653, -0.690015], [-0.613375, -4.318735, 3.294390], [2.646112, -2.568109, 6.743631], [-0.422955, 3.884949, -3.349662], [1.459106, 0.877753, -1.709599], [-0.365588, -2.653370, -1.323052], [4.803416, -0.684135, -0.252649], [-2.990863, 1.505806, -5.270996], [0.964760, -2.506998, 5.669869], [-3.441406, 1.573682, -1.185803], [-4.656393, 6.003593, -6.340751], [3.024827, -1.869063, 3.509349], [-3.807916, 6.653791, -4.921847], [-3.712209, 2.209036, -3.832368], [-3.839124, 5.828626, -5.632225], [0.087534, -0.371229, -0.689677], [-1.744442, 2.714858, -4.286911], [-4.635098, 3.028585, -6.007319]], "atomic_forces_ev_per_a": [[-0.228, 0.062, 0.078], [-0.050, 0.174, 0.028], [-0.048, 0.132, 0.025], [-0.048, 0.115, -0.015], [0.001, -0.235, -0.244], [0.138, 0.086, 0.293], [0.029, -0.078, 0.088], [0.078, 0.125, -0.032], [-0.040, 0.010, -0.035], [-0.012, -0.152, 0.042], [-0.230, 0.375, -0.070], [-0.004, 0.059, 0.028], [-0.023, 0.067, 0.135], [-0.030, -0.014, -0.004], [0.054, -0.109, 0.026], [-0.051, -0.003, -0.316], [-0.191, -0.030, 0.066], [-0.134, -0.165, -0.157], [0.240, 0.195, 0.483], [0.217, 0.062, 0.167], [-0.024, -0.115, 0.046], [-0.003, -0.003, 0.012], [-0.260, -1.277, 0.003], [0.100, -0.009, -0.016], [-0.010, -0.001, -0.064], [0.934, 1.113, 0.143], [0.193, 0.004, -0.100], [0.054, 0.038, 0.045], [-0.210, 0.154, 0.272], [0.162, -0.093, 0.012], [-0.190, 0.244, 0.032], [-0.080, 0.185, -0.117], [-0.222, -0.112, 0.258], [-0.029, -0.056, 0.083], [0.004, 0.025, -0.205], [0.028, -0.013, 0.018], [0.050, -0.021, -0.231], [0.026, 0.027, 0.007], [0.169, -0.073, -0.111], [-0.010, -0.008, -0.031], [-0.072, -0.285, 0.084], [0.002, 0.042, -0.149], [-0.201, 0.010, -0.005], [0.249, 1.134, 0.188], [0.144, -0.119, -0.064], [0.018, -0.163, 0.033], [0.353, 0.027, 0.072], [-0.716, -1.383, -0.220], [0.039, 0.419, 0.394], [-0.152, 0.009, 0.125], [-0.022, 0.016, 0.007], [0.006, -0.033, -0.009], [-0.018, 0.128, -0.251], [0.013, 0.235, -0.116], [0.493, -0.136, -0.382], [0.020, 0.002, -0.011], [-0.053, 0.001, 0.063], [0.038, -0.035, 0.033], [0.064, 0.026, -0.076], [-0.328, 0.024, 0.035], [-0.066, -0.006, 0.008], [-0.057, 0.190, 0.035], [-0.143, -0.040, 0.064], [-0.132, -0.590, -0.335], [0.085, -0.057, -0.036], [0.087, -0.099, -0.127]], "mulliken_charge": [-0.57, -0.64, 0.27, -0.13, -0.34, -0.24, -0.33, -0.46, 0.35, -0.42, 0.19, 0.30, 0.39, 0.36, 0.30, 0.40, 0.13, 0.35, -1.19, -0.30, -0.28, 0.40, -0.58, -0.09, 0.25, -0.55, 0.44, 0.44, 0.29, 0.46, -0.34, 0.31, 0.31, 0.31, 0.11, 0.36, -0.59, 0.35, -0.58, 0.36, 0.37, -0.84, -0.12, 0.35, -0.02, -0.44, -0.28, 0.31, 1.07, 0.39, 0.41, 0.45, 0.45, -0.57, -1.32, 0.40, -0.47, 0.21, 0.32, -0.28, 0.24, 0.10, -0.78, 0.35, -0.47, 0.38]}

***

{"formula": "C19H37BeBr2CaCl2N4O7PS", "method": "the ωB97M-V functional and the def2-TZVPD basis", "max_force_ha_per_bohr": 0.061, "energy_ev": -244675.2943, "multiplicity": 1, "charge": 0, "lumo_ha": -0.1784, "homo_lumo_gap_ev": 1.53, "species": ["H", "H", "C", "N", "H", "H", "S", "H", "H", "Br", "H", "N", "H", "C", "H", "Ca", "C", "O", "C", "H", "Br", "C", "Cl", "H", "H", "H", "H", "H", "C", "C", "H", "O", "O", "C", "Be", "H", "P", "H", "C", "H", "C", "C", "H", "C", "O", "H", "H", "H", "H", "N", "H", "C", "C", "O", "H", "H", "Cl", "C", "H", "H", "C", "O", "C", "N", "H", "H", "H", "H", "H", "C", "H", "H", "C", "H", "O"], "coordinates": [[10.702757, -6.575048, -2.948000], [0.834491, 1.057768, 4.015829], [5.913652, -6.810201, 0.170921], [-3.046526, -0.626482, -2.400282], [5.985496, -4.719877, 0.636707], [10.370100, -8.495948, -4.379369], [-1.139745, 1.157728, -1.706229], [-1.309537, 6.746115, 1.676245], [6.116854, -7.501441, -0.637207], [-6.729964, -2.544741, -0.608145], [-9.454406, -4.176321, 2.209268], [-0.702351, 6.721959, 0.860489], [-3.260634, -2.617703, 0.109321], [-0.223660, 3.622101, 2.206004], [-3.739702, 9.555562, 2.740755], [-7.671635, -0.533162, -1.305140], [-3.073171, -1.875864, -0.660196], [-2.104733, -0.933979, -0.434797], [0.305163, 8.890177, 1.304890], [-3.952221, 1.703035, -2.281811], [-4.604504, -1.586141, 1.227082], [0.432929, 1.789443, 3.336031], [-10.149857, -2.052974, 0.391623], [-1.870874, 9.803767, -0.117204], [-12.032357, -2.595784, 1.714928], [-2.425785, 8.252219, -0.730505], [0.862876, -0.474842, -3.235113], [6.609583, -7.037453, 0.982223], [0.466637, 0.385418, -1.343215], [9.672909, -6.756758, -3.260799], [7.172515, -5.241633, -0.513990], [9.193389, -8.935195, -2.719968], [8.204162, -8.494798, -0.744671], [-0.590388, 8.094958, 0.360862], [2.298656, -4.050814, 0.218737], [8.634822, -8.173645, -4.551249], [2.159317, -1.853588, -1.694890], [3.365223, -1.217617, -2.027258], [0.736410, -0.829403, -2.215618], [-1.249209, 2.419276, 0.627918], [-10.959648, -2.672793, 1.865251], [-2.767316, 9.489496, 2.253455], [-10.678885, -2.013529, 2.683767], [9.483819, -8.131453, -3.867042], [-4.797237, 1.916363, -2.704021], [0.312230, 9.949626, 1.040590], [-0.117300, -1.496527, -2.254098], [0.407724, 0.063324, -0.308262], [-10.942745, -4.378246, 3.138718], [-3.624438, -1.701434, -1.808501], [-0.464459, 0.460529, 1.959584], [-2.181084, -0.194142, -1.568305], [-10.536707, -4.083337, 2.173084], [5.252726, -5.036385, -1.284803], [-0.008509, 8.798592, 2.344484], [-1.226141, 6.168792, 0.186782], [-11.151368, -5.240715, 0.968829], [6.085713, -5.338338, -0.279793], [1.257252, 1.122956, -1.373560], [0.968944, 3.760825, 4.099400], [-0.676070, 2.518620, 1.534194], [-2.882041, 8.558904, 1.194726], [8.698084, -8.121947, -1.752839], [-0.270465, 1.408182, 2.225691], [1.330031, 8.525139, 1.245755], [-0.089045, 8.059413, -0.610772], [-0.380366, 4.646560, 1.911823], [-2.491487, 10.483853, 1.890078], [9.355823, -5.953215, -3.919847], [-1.965778, 8.738864, 0.133341], [2.079171, -2.023275, -0.294666], [4.900541, -6.986904, 0.538051], [0.482643, 3.157840, 3.351041], [-2.042855, 9.153040, 2.999246], [8.841638, -6.818415, -2.099862]], "atomic_forces_ev_per_a": [[0.001, -0.049, 0.022], [0.007, 0.007, 0.021], [0.245, 0.194, 0.281], [-0.436, -0.001, -0.740], [-0.037, 0.422, -0.308], [0.022, -0.149, 0.137], [0.289, 0.984, -0.861], [0.046, 0.008, 0.061], [-0.080, 0.006, -0.098], [-0.201, -2.918, -0.340], [0.015, 0.012, -0.067], [-0.199, 0.105, -0.193], [0.933, -0.495, -1.070], [-0.007, -0.016, 0.070], [-0.026, -0.014, -0.043], [-0.033, 2.505, -0.726], [1.071, -0.042, 0.243], [-0.108, -0.392, -0.013], [0.145, 0.084, -0.064], [-0.306, 0.086, -0.098], [-0.606, 1.452, 2.696], [0.035, -0.049, -0.020], [-0.150, 0.067, -0.197], [0.064, 0.022, 0.092], [0.008, -0.019, -0.168], [-0.044, -0.041, 0.036], [0.347, -0.296, -0.285], [0.016, -0.034, -0.045], [-0.552, -0.914, 0.893], [0.098, 0.114, -0.146], [-0.109, 0.157, -0.556], [0.010, 0.185, -0.025], [0.133, -0.217, 0.177], [-0.002, 0.080, 0.348], [0.544, -0.503, -0.559], [-0.032, 0.030, 0.037], [-0.204, -1.812, -1.111], [-0.066, 0.434, 0.636], [0.154, 0.880, 0.164], [-0.009, 0.067, 0.115], [-0.094, 0.123, 0.382], [-0.108, -0.175, 0.092], [0.104, 0.009, -0.030], [0.043, 0.005, -0.186], [-0.381, -0.395, 0.391], [-0.025, 0.007, 0.019], [-0.186, -0.133, 0.156], [0.107, -0.007, 0.227], [-0.059, 0.053, 0.008], [-0.932, -0.896, -0.823], [-0.152, -0.012, 0.057], [1.133, 0.326, 0.940], [0.097, -0.103, -0.003], [-0.169, 0.916, 0.174], [-0.063, -0.020, -0.010], [0.101, -0.064, -0.036], [0.009, 0.007, -0.018], [-0.591, -1.450, 1.031], [-0.047, 0.364, -0.305], [0.002, 0.007, 0.010], [-0.033, -0.040, -0.003], [0.032, 0.182, 0.018], [0.063, -0.014, -0.119], [0.064, 0.020, -0.024], [-0.010, -0.058, 0.008], [-0.076, -0.010, -0.051], [0.124, -0.050, -0.004], [0.062, -0.009, -0.008], [-0.156, 0.049, 0.125], [-0.025, -0.127, -0.315], [0.189, 1.309, 0.164], [-0.100, 0.197, -0.064], [-0.027, -0.005, -0.020], [0.061, 0.136, 0.004], [0.069, -0.077, -0.082]], "mulliken_charge": [0.26, 0.40, -0.82, -0.23, 0.24, 0.29, -0.10, 0.33, 0.16, -0.52, 0.34, -0.58, 0.54, 0.08, 0.26, 1.35, -0.11, -0.08, -1.42, 0.23, -0.55, -0.41, -0.12, 0.40, 0.36, 0.34, 0.32, 0.29, -0.56, -0.32, 0.16, -0.33, -0.48, 0.14, 0.30, 0.26, 0.04, 0.10, -0.59, 0.44, -0.54, -0.63, 0.29, -0.33, -0.82, 0.36, 0.37, 0.15, 0.30, -0.38, 0.19, 0.32, -0.43, -0.53, 0.29, 0.25, -0.17, -0.06, 0.52, 0.38, -0.91, -0.37, 0.61, 0.09, 0.35, 0.37, 0.66, 0.30, 0.30, -0.65, -0.08, 0.31, -0.89, 0.23, -0.28]}